30
Properties=species:S:1:pos:R:3:nbo_charge:R:1 method="wB97M-V/def2-TZVPD" multiplicity=1 smiles=Cc1nn(Cc2nc(-c3cccs3)no2)c(C)c1Br e_tot_ha=-3730.3136 charge=0 homo_lumo_gap_ev=9.15
C -5.0624 -1.5168 0.7406 -0.640
C -3.8093 -0.9850 0.1527 0.125
N -2.8107 -1.7509 -0.2379 -0.271
N -1.8601 -0.9428 -0.7190 -0.160
C -0.6270 -1.4979 -1.2044 -0.275
C 0.5284 -1.0588 -0.3734 0.510
N 1.5595 -0.3860 -0.7730 -0.487
C 2.2932 -0.2303 0.3748 0.280
C 3.5370 0.4691 0.4149 -0.287
C 4.3432 0.6863 1.5026 -0.189
C 5.4968 1.4179 1.1760 -0.260
C 5.5508 1.7455 -0.1454 -0.401
S 4.1974 1.1693 -1.0237 0.491
N 1.7163 -0.7846 1.4149 -0.135
O 0.5674 -1.3278 0.9352 -0.260
C -2.2120 0.3639 -0.6485 0.142
C -1.3538 1.4813 -1.1060 -0.654
C -3.4745 0.3628 -0.0877 -0.198
Br -4.5404 1.8750 0.2716 0.066
H -5.1948 -1.1340 1.7520 0.227
H -5.9199 -1.2023 0.1467 0.226
H -5.0183 -2.6010 0.7685 0.234
H -0.4353 -1.1932 -2.2378 0.238
H -0.7364 -2.5847 -1.1474 0.266
H 4.0968 0.3259 2.4840 0.237
H 6.2540 1.6912 1.8883 0.228
H 6.3142 2.2970 -0.6575 0.238
H -1.9373 2.3982 -1.1401 0.245
H -0.9469 1.2793 -2.0959 0.228
H -0.5157 1.6334 -0.4250 0.233

***

29
Properties=species:S:1:pos:R:3:nbo_charge:R:1 method="wB97M-V/def2-TZVPD" multiplicity=1 smiles="N#Cc1ccc(S(=O)(=O)[C@H](Cl)C2([O-])CCC2)cc1" e_tot_ha=-1602.6814 charge=-1 homo_lumo_gap_ev=5.24
N -5.5345 3.8251 -0.4391 -0.331
C -4.6733 3.0612 -0.2265 0.293
C -3.6230 2.1066 0.0266 -0.192
C -2.3366 2.5230 0.3818 -0.174
C -1.3302 1.5834 0.6234 -0.133
C -1.6015 0.2171 0.4898 -0.301
S -0.3762 -1.0437 0.9645 2.146
O 0.3527 -0.3738 2.0175 -0.926
O -1.1190 -2.2591 1.1772 -0.929
C 0.8484 -1.3220 -0.4195 -0.497
Cl 0.3221 -2.5449 -1.5336 -0.025
C 2.2083 -1.7320 0.2124 0.373
O 2.2905 -2.5977 1.0897 -0.825
C 3.3033 -1.7291 -1.0437 -0.484
C 3.7132 -0.3025 -0.8337 -0.444
C 2.9900 -0.2337 0.4805 -0.494
C -2.8762 -0.2036 0.1156 -0.179
C -3.8817 0.7398 -0.1123 -0.166
H -2.1454 3.5879 0.5039 0.222
H -0.3570 1.9131 0.9748 0.241
H 0.9107 -0.3799 -0.9788 0.222
H 2.8418 -1.9492 -2.0048 0.180
H 4.0744 -2.4464 -0.7845 0.206
H 4.7825 -0.1603 -0.7590 0.189
H 3.2649 0.3496 -1.5755 0.175
H 3.6369 -0.3748 1.3449 0.205
H 2.2953 0.6077 0.6063 0.169
H -3.0929 -1.2662 0.0656 0.254
H -4.8875 0.4043 -0.3635 0.224

***

31
Properties=species:S:1:pos:R:3:mulliken_spin:R:1 method="wB97M-V/def2-TZVPD" multiplicity=5 s2=6.022 e_tot_ha=-3603.5183 charge=+1 homo_lumo_gap_ev="6.71 / 6.05"
Co -0.1424 0.0927 -0.1306 2.720
S -1.4247 1.6452 -1.3735 0.239
S -2.9432 2.3647 -0.3770 0.299
S -3.2777 1.0493 1.4106 0.351
S -1.9268 -0.3586 1.3624 0.284
C 1.6060 -3.5894 1.4104 0.003
C 2.4551 -3.1226 2.3999 -0.002
C 2.5219 -1.7598 2.6402 0.003
C 1.7360 -0.8919 1.8851 -0.014
N 0.9245 -1.3638 0.9278 0.039
C 0.8519 -2.6666 0.7020 -0.010
C 1.7366 0.5721 2.0479 0.026
C 2.5184 1.2406 2.9865 0.002
C 2.4630 2.6213 3.0660 0.000
C 1.6262 3.3086 2.2016 0.005
C 0.8752 2.5783 1.2948 -0.004
N 0.9261 1.2556 1.2202 0.036
H 1.5271 -4.6415 1.1910 0.000
H 3.0640 -3.8055 2.9722 0.000
H 3.1772 -1.3862 3.4077 0.000
H 0.1672 -2.9781 -0.0754 0.003
H 3.1684 0.6910 3.6456 -0.001
H 3.0676 3.1490 3.7864 0.000
H 1.5545 4.3829 2.2266 0.000
H 0.2142 3.0759 0.5971 0.000
C 3.3203 0.3362 -3.0308 -0.001
C 2.1639 0.1654 -2.2198 0.011
N 1.2288 0.0094 -1.5705 0.009
H 3.3086 1.3266 -3.4887 0.000
H 3.3272 -0.4202 -3.8180 0.002
H 4.2217 0.2301 -2.4245 0.000

***

27
Properties=species:S:1:pos:R:3:nbo_charge:R:1 method="wB97M-V/def2-TZVPD" multiplicity=1 e_tot_ha=-910.3692 charge=+2 homo_lumo_gap_ev=3.23
Pb -2.0781 -0.2599 -0.2807 1.293
C -1.1552 0.9487 -3.8221 -0.327
H -0.1186 0.9644 -3.4164 0.296
H -1.5995 -0.0110 -4.0352 0.271
H -1.8184 1.7706 -3.4423 0.270
H -1.4403 1.4917 -4.9305 -0.081
H -1.3823 1.8699 -5.7797 0.555
F 0.4135 -5.1994 0.3671 -0.297
C 0.3956 -3.8253 0.6157 0.458
C -0.2413 -2.9807 -0.3146 -0.318
C -0.2003 -1.6431 0.0512 -0.383
C 0.3797 -1.0361 1.1826 -0.251
C 0.9603 -1.9488 2.0492 0.466
F 1.4131 -1.5045 3.2675 -0.306
C 0.9571 -3.3196 1.7848 -0.319
C 0.3699 0.4339 1.3390 0.217
C 1.1686 1.1324 2.2774 -0.191
C 1.1062 2.5382 2.2980 -0.099
C 0.3025 3.2630 1.4201 -0.225
C -0.4683 2.5358 0.4813 0.063
N -0.4424 1.1641 0.5100 -0.628
H -0.6811 -3.3789 -1.2342 0.253
H 1.4310 -3.9898 2.5098 0.286
H 1.8197 0.5635 2.9045 0.268
H 1.7232 3.0729 3.0444 0.262
H 0.2567 4.3364 1.4111 0.259
H -1.0713 3.0118 -0.2578 0.209